No. 1
{"formula": "C5H4N2", "method": "ωB97M-V/def2-TZVPD", "smiles": "C#CC1C=NN=C1", "homo_ha": -0.3671, "symbols": ["C", "C", "C", "C", "N", "N", "C", "H", "H", "H", "H"], "xyz": [[2.393, -0.970, -0.212], [1.436, -0.274, 0.009], [0.058, 0.140, 0.022], [-1.043, -0.343, 0.878], [-2.137, 0.300, 0.606], [-1.834, 1.366, -0.224], [-0.578, 1.323, -0.551], [3.205, -1.623, -0.432], [-0.385, -0.827, -0.476], [-0.987, -1.168, 1.568], [-0.130, 2.079, -1.188]]}


No. 2
{"formula": "C16H23NO4PtSi", "method": "ωB97M-V/def2-TZVPD", "homo_ha": [-0.2404, -0.2401], "symbols": ["Pt", "O", "C", "O", "C", "C", "C", "C", "C", "N", "C", "O", "O", "H", "H", "H", "H", "H", "C", "Si", "C", "C", "H", "H", "H", "H", "H", "H", "H", "H", "H", "C", "C", "C", "C", "C", "C", "H", "H", "H", "H", "H", "H", "H", "H", "H"], "xyz": [[0.038, 0.021, -0.232], [-0.442, 3.521, 2.312], [-0.344, 2.335, 1.664], [-0.141, 2.332, 0.430], [-0.470, 1.163, 2.458], [-0.668, 1.204, 3.843], [-0.783, 0.035, 4.552], [-0.719, -1.190, 3.859], [-0.500, -1.183, 2.494], [-0.365, -0.040, 1.789], [-0.408, -2.412, 1.679], [-0.373, -3.598, 2.308], [-0.349, -2.386, 0.462], [-0.356, 4.226, 1.656], [-0.713, 2.169, 4.319], [-0.926, 0.050, 5.620], [-0.851, -2.110, 4.413], [-0.394, -3.497, 3.269], [2.951, -0.146, 1.728], [2.376, -0.009, -0.118], [3.070, 1.647, -0.814], [3.075, -1.535, -1.060], [4.036, -0.134, 1.768], [2.617, -1.067, 2.196], [2.591, 0.679, 2.335], [4.155, 1.645, -0.792], [2.722, 2.497, -0.236], [2.748, 1.801, -1.838], [4.158, -1.557, -0.989], [2.802, -1.499, -2.108], [2.691, -2.466, -0.656], [1.454, 0.118, -5.401], [0.023, 0.003, -4.860], [-0.817, 1.198, -5.324], [-0.615, -1.311, -5.323], [0.084, 0.015, -3.401], [0.140, 0.032, -2.195], [1.458, 0.123, -6.490], [2.056, -0.720, -5.057], [1.917, 1.036, -5.049], [-0.865, 1.239, -6.410], [-0.383, 2.125, -4.956], [-1.828, 1.121, -4.931], [-0.653, -1.355, -6.410], [-1.626, -1.399, -4.934], [-0.041, -2.159, -4.958]]}